[1]
Entry from the Open Molecules 2025 dataset: a single C21H29N3O2S molecule (ωB97M-V/def2-TZVPD).

```
56
Properties=species:S:1:pos:R:3:forces:R:3
C -1.3039 4.5981 2.8888 -0.150 -0.149 -0.264
C -2.1999 4.1721 1.7195 0.018 0.108 0.152
N -1.6157 3.2699 0.7484 -0.015 -0.040 -0.131
C -1.2689 1.9658 1.2797 0.068 -0.211 -0.047
C -0.8853 1.0247 0.1293 -0.181 -0.044 0.317
N 0.1550 1.5431 -0.7388 0.067 0.142 -0.163
C 1.5481 1.3082 -0.3603 0.111 -0.336 -0.178
C 1.8265 1.1804 1.1078 0.271 0.442 0.301
C 1.7679 0.0885 1.9173 -0.008 0.149 -0.228
C 2.1133 0.3694 3.2597 -0.008 0.083 0.216
C 2.4409 1.6692 3.4582 -0.006 0.345 -0.196
S 2.3400 2.5816 2.0055 -0.058 -0.663 0.032
C 2.0711 0.0626 -1.1452 0.403 0.219 0.014
C 2.5718 0.4856 -2.5254 -0.009 -0.155 0.277
N 1.0347 -0.9267 -1.3084 -0.128 0.125 -0.007
C 1.0757 -2.1674 -0.7805 -0.001 0.175 -0.158
O 2.0004 -2.5646 -0.0928 0.146 -0.207 0.139
C -0.0881 -3.0422 -1.1205 -0.287 -0.344 0.013
C 0.1255 -4.4194 -1.1274 0.112 0.020 0.032
C -0.9111 -5.2757 -1.4351 0.133 0.085 0.029
C -2.1739 -4.7850 -1.7285 -0.341 0.130 -0.057
C -2.4008 -3.4133 -1.7053 0.087 0.001 -0.015
O -3.5970 -2.8135 -1.9630 0.309 0.133 0.095
C -4.7035 -3.6245 -2.2752 -0.176 -0.134 -0.050
C -1.3513 -2.5461 -1.4013 -0.020 -0.096 -0.019
C -0.1874 2.8852 -1.1629 -0.019 0.341 0.051
C -0.5012 3.8247 0.0054 -0.006 -0.110 -0.270
H -1.8507 5.2811 3.5337 -0.020 0.087 0.104
H -0.4116 5.1047 2.5289 0.125 0.064 0.031
H -1.0015 3.7371 3.4800 0.082 -0.045 0.101
H -2.5214 5.0638 1.1722 -0.081 -0.034 0.055
H -3.0943 3.6804 2.1146 -0.025 0.092 -0.034
H -2.1429 1.5575 1.7939 0.011 -0.032 0.022
H -0.4401 2.0183 2.0030 -0.107 -0.038 -0.009
H -0.5745 0.0623 0.5362 -0.094 -0.004 -0.042
H -1.7747 0.8785 -0.4946 -0.031 -0.077 0.076
H 2.1261 2.1677 -0.7171 -0.068 -0.089 -0.032
H 1.5162 -0.8984 1.5752 -0.030 -0.223 -0.153
H 2.1184 -0.3724 4.0381 0.020 -0.106 0.158
H 2.7382 2.1587 4.3643 0.074 0.021 0.232
H 2.8781 -0.4166 -0.5826 -0.142 0.088 -0.109
H 1.7769 0.9952 -3.0658 -0.104 0.093 -0.121
H 3.4229 1.1548 -2.4339 0.087 0.122 -0.013
H 2.8796 -0.3889 -3.0938 0.014 -0.047 -0.075
H 0.2453 -0.6346 -1.8611 -0.017 -0.087 0.017
H 1.1093 -4.7915 -0.8886 0.077 -0.023 0.034
H -0.7448 -6.3427 -1.4472 0.019 -0.080 -0.008
H -2.9673 -5.4765 -1.9640 -0.097 -0.022 -0.023
H -4.5319 -4.2055 -3.1872 -0.001 0.011 0.045
H -5.5340 -2.9392 -2.4372 0.029 -0.093 0.002
H -4.9504 -4.3029 -1.4523 0.019 0.014 -0.036
H -1.5760 -1.4914 -1.3676 -0.021 0.161 0.008
H 0.6222 3.2936 -1.7708 -0.010 -0.026 -0.038
H -1.0844 2.8034 -1.7864 0.031 0.140 -0.020
H -0.7918 4.8050 -0.3799 0.040 0.037 0.001
H 0.4034 3.9461 0.6253 -0.091 0.088 -0.058
```
Forces are in eV/Å.

The HOMO energy is -7.9 eV. The structure (SMILES) is CCN1CCN([C@@H](c2cccs2)[C@H](C)NC(=O)c2cccc(OC)c2)CC1. The HOMO-LUMO gap is 8.67 eV. As for the LUMO energy: 0.02668 hartree. For the energy above the lowest of the compared OMol25 structures with the same formula, charge and spin, the calculation gives 68.4 kcal/mol.

[2]
Entry from the Open Molecules 2025 dataset: a molecular structure, C51H47As2N6O2Ti (ωB97M-V/def2-TZVPD).

```
109
Properties=species:S:1:pos:R:3:forces:R:3
Ti 0.0105 -0.6557 -0.8232 1.306 -1.400 2.650
C 0.7186 -2.5114 4.6817 -0.084 0.424 0.418
O 0.6297 -3.3390 3.5380 0.201 -0.373 -0.507
C 0.3844 -2.5376 2.4656 -0.152 0.894 0.631
N 0.3110 -1.2758 2.6995 -0.298 -0.715 -0.415
C 0.6828 -1.0775 4.1025 0.421 -0.201 0.413
C -0.1636 -0.1625 4.9441 0.124 0.106 0.052
C -1.5138 -0.4024 5.1651 0.081 0.008 0.088
C -2.2282 0.3855 6.0498 -0.092 -0.091 -0.044
C -1.6017 1.4170 6.7293 0.004 0.087 0.044
C -0.2575 1.6634 6.5161 -0.047 0.025 0.085
C 0.4546 0.8758 5.6301 -0.060 -0.216 0.065
C 0.2769 -3.2610 1.2054 0.152 -1.205 0.233
C 0.3460 -4.6466 1.3358 -0.037 0.741 0.152
C 0.2754 -5.4961 0.2384 -0.078 0.015 -0.551
C 0.1062 -4.8972 -0.9901 0.015 0.095 0.291
C 0.0415 -3.5059 -1.0817 -0.089 -0.918 -0.380
N 0.1562 -2.6294 -0.0112 -0.105 0.067 -0.293
C -0.1008 -2.9418 -2.3810 -0.171 0.003 -0.422
N -0.2139 -1.6634 -2.5932 -0.240 -1.412 -0.320
C -0.1011 -1.4313 -4.0261 0.253 0.069 -0.336
C -0.1166 -2.8714 -4.6107 -0.110 0.403 -0.500
O -0.0479 -3.7288 -3.4777 0.123 -0.162 0.774
C -1.1811 -0.5448 -4.5863 0.187 0.122 -0.075
C -2.5234 -0.8008 -4.3303 0.085 -0.023 -0.063
C -3.5019 -0.0066 -4.9016 -0.033 -0.189 0.001
C -3.1496 1.0465 -5.7296 0.006 -0.001 -0.054
C -1.8146 1.3116 -5.9761 -0.102 0.093 -0.102
C -0.8336 0.5208 -5.4052 -0.006 -0.165 0.123
H 1.6426 -2.7388 5.2168 -0.087 0.020 -0.056
H -0.1357 -2.7198 5.3351 0.117 0.056 -0.094
H 1.6982 -0.6594 4.0778 -0.167 -0.042 0.162
H -2.0095 -1.2195 4.6622 -0.064 -0.134 -0.101
H -3.2718 0.1784 6.2269 -0.144 -0.004 0.009
H -2.1527 2.0140 7.4383 -0.103 0.081 0.066
H 0.2423 2.4537 7.0573 0.034 0.076 0.018
H 1.5084 1.0598 5.4921 0.132 -0.045 -0.094
H 0.4542 -5.0643 2.3208 0.013 0.032 0.073
H 0.3420 -6.5649 0.3545 -0.013 -0.089 -0.025
H 0.0245 -5.4682 -1.8994 -0.004 -0.086 -0.107
H 0.8792 -0.9692 -4.2234 -0.193 0.014 0.001
H 0.7432 -3.0769 -5.2519 -0.102 0.037 0.073
H -1.0351 -3.0883 -5.1642 0.088 0.064 0.114
H -2.7969 -1.6282 -3.6874 -0.052 -0.066 0.059
H -4.5414 -0.2177 -4.7052 -0.132 0.001 0.026
H -3.9150 1.6611 -6.1769 -0.095 0.068 -0.062
H -1.5369 2.1299 -6.6218 0.039 0.114 -0.075
H 0.2082 0.7296 -5.6014 0.156 0.020 -0.007
C -4.2108 -1.4477 -0.0044 -0.388 0.285 -0.148
C -2.8182 -1.5529 -0.0087 0.524 0.231 -0.077
N -2.0260 -0.6711 -0.6177 -2.058 -0.269 0.303
C -2.6052 0.3662 -1.2828 -0.737 0.439 -0.314
C -4.0144 0.5473 -1.3324 0.386 -0.182 0.185
C -4.8181 -0.4003 -0.6560 0.537 -0.109 0.062
C -4.5364 1.6332 -2.0562 0.031 0.341 -0.295
C -3.6898 2.4469 -2.7723 -0.581 -0.258 0.314
C -2.3097 2.2663 -2.7532 0.681 -0.464 0.439
C -1.7271 1.2662 -1.9709 -0.821 0.694 -0.465
N -0.4078 0.9817 -1.7967 -0.368 1.139 -0.768
C 0.6617 1.6724 -2.2964 0.190 0.617 -0.312
C 0.7618 2.9998 -2.7149 -0.433 -0.657 0.340
C 1.9338 3.4675 -3.3054 0.648 -0.200 -0.304
C 3.0004 2.6376 -3.5669 -0.182 0.429 -0.073
C 2.9744 1.3100 -3.1051 -0.158 -0.357 0.257
C 3.9942 0.3568 -3.3336 -0.368 -0.184 0.363
C 3.8767 -0.8982 -2.7764 0.222 0.362 -0.360
C 2.7969 -1.1886 -1.9416 -0.621 0.310 0.258
N 1.8043 -0.3213 -1.7216 2.070 -0.011 -1.399
C 1.8450 0.8747 -2.3622 0.390 0.421 -0.383
H -4.8016 -2.1876 0.5153 0.050 -0.061 0.022
H -2.3334 -2.3731 0.5132 0.037 0.132 -0.104
H -5.8940 -0.2973 -0.6664 -0.064 0.016 -0.003
H -5.6028 1.7955 -2.0629 -0.128 0.014 -0.040
H -4.0959 3.2469 -3.3750 -0.056 0.042 -0.015
H -1.6986 2.8941 -3.3794 0.056 0.039 0.045
H -0.0577 3.6873 -2.5883 -0.097 -0.026 0.035
H 1.9776 4.5051 -3.5982 0.037 0.094 -0.096
H 3.8583 2.9970 -4.1153 0.090 0.023 0.002
H 4.8481 0.6295 -3.9356 0.096 -0.024 -0.053
H 4.6275 -1.6507 -2.9657 0.032 -0.067 0.088
H 2.7259 -2.1438 -1.4222 0.007 0.146 -0.070
C 4.1847 0.5955 0.3380 -0.104 -0.124 -0.089
As 2.6484 -0.3370 1.1887 1.023 0.325 0.569
C 3.7442 -1.5092 2.3802 -0.298 -0.028 -0.200
C 2.2791 1.1617 2.4157 -0.279 -0.074 -0.085
C 3.2688 1.6755 3.2481 0.170 -0.143 -0.019
C 3.0280 2.7639 4.0675 0.032 0.004 0.044
C 1.7767 3.3580 4.0687 -0.008 0.002 -0.122
C 0.7811 2.8470 3.2546 -0.198 0.126 -0.083
C 1.0171 1.7577 2.4206 0.033 -0.238 -0.185
As -0.3660 1.1366 1.1623 -0.270 1.274 1.086
C -0.8426 2.9522 0.5411 0.023 -0.050 -0.154
C -1.9796 0.9490 2.2713 0.072 -0.204 -0.137
H 3.7932 1.3613 -0.3357 0.026 -0.022 0.041
H 4.7878 -0.1020 -0.2457 -0.072 0.004 0.066
H 4.8269 1.0818 1.0712 -0.081 -0.064 0.050
H 4.1707 -0.9954 3.2419 -0.060 0.114 -0.103
H 4.5598 -1.9286 1.7880 -0.066 0.061 -0.022
H 3.1333 -2.3400 2.7359 -0.006 0.020 0.009
H 4.2531 1.2216 3.2600 0.007 0.007 0.004
H 3.8094 3.1318 4.7174 0.063 0.065 -0.010
H 1.5766 4.2060 4.7072 -0.047 0.050 0.048
H -0.2024 3.3030 3.2834 0.043 -0.008 0.016
H -1.0280 3.6281 1.3798 0.043 -0.219 -0.063
H -1.7489 2.9028 -0.0647 0.073 0.013 0.050
H -0.0350 3.3669 -0.0640 -0.025 -0.040 0.031
H -1.9390 1.5772 3.1632 0.081 -0.038 -0.118
H -2.0873 -0.0909 2.5665 0.004 0.034 0.053
H -2.8463 1.2330 1.6682 0.123 0.052 -0.047
```
Forces are in eV/Å.

The total charge is +1. The HOMO energy (spin up / spin down) is -8.2 / -9.4 eV. The HOMO-LUMO gap (spin up / spin down) is 5.44 / 6.39 eV. As for the LUMO energy (spin up / spin down): -0.10174 / -0.11226 hartree. As for the expectation value of S²: 2.03. For the energy above the lowest of the compared OMol25 structures with the same formula, charge and spin, the calculation gives 0.0 kcal/mol. The spin multiplicity is 3.

[3]
Entry from the Open Molecules 2025 dataset: a single C4H7N3O molecule (ωB97M-V/def2-TZVPD).

```
15
Properties=species:S:1:pos:R:3:forces:R:3
O -2.1431 1.1063 -0.5899 -1.706 4.459 4.032
C -0.8273 1.4309 -0.0512 -2.461 1.149 3.079
C 0.1136 0.6541 -0.6979 5.903 -2.531 0.853
N 1.5326 0.2909 -1.1090 -1.384 2.408 -0.958
C 1.5936 -0.9190 -0.7637 1.537 -1.465 0.635
N 0.7016 -1.6854 0.0180 0.007 -1.806 0.458
N -0.2186 -1.0337 1.2428 0.045 0.703 -3.402
C -0.0035 0.3132 0.7844 -0.784 2.356 2.218
H -2.8172 1.7941 0.0467 2.771 -3.292 -3.028
H -0.6635 2.3211 0.5995 -0.530 -0.144 -1.487
H -0.4014 -0.0026 -1.3012 -1.772 -1.597 -0.911
H 2.5358 -1.4885 -1.1168 -1.593 0.621 0.864
H 1.2635 -2.5392 0.2603 -1.472 1.051 0.493
H -1.2849 -1.0926 1.0736 2.005 -1.395 -0.590
H 0.6186 0.8503 1.6044 -0.566 -0.517 -2.256
```
Forces are in eV/Å.

The HOMO energy is -8.3 eV. The structure (SMILES) is O[C@@H]1[C@H]2N=CNN[C@H]12. The HOMO-LUMO gap is 8.67 eV. As for the LUMO energy: 0.01474 hartree. For the energy above the lowest of the compared OMol25 structures with the same formula, charge and spin, the calculation gives 175.3 kcal/mol.